(1)
55
Properties=species:S:1:pos:R:3:lowdin_charge:R:1 method="wB97M-V/def2-TZVPD" charge=+2 relative_energy_ev=2.126 gap_ev="2.948 / 2.532" spin_multiplicity=1 homo_ev="-12.780 / -12.777" lumo_energy_ev="-9.832 / -10.245"
P 0.64790 -1.15320 -2.66005 1.022
P -1.66325 -2.41126 -0.60614 0.982
C 0.09224 -2.91162 -2.81601 -0.337
C -1.30961 -3.20194 -2.25091 -0.352
H 0.86736 -3.54504 -2.34131 0.101
H 0.09339 -3.09747 -3.90422 0.112
H -2.10808 -2.88908 -2.94782 0.100
H -1.40028 -4.28489 -2.05763 0.104
C -0.83527 -3.72845 0.38646 -0.221
H -0.98845 -3.53218 1.45148 0.064
H 0.23421 -3.79322 0.15116 0.054
H -1.33933 -4.65398 0.08252 0.063
C -3.39571 -2.88374 -0.37937 -0.221
H -3.44227 -3.98631 -0.41816 0.074
H -4.00498 -2.44213 -1.18566 0.068
H -3.73375 -2.51661 0.60273 0.063
C 2.35994 -1.32811 -3.20738 -0.198
H 2.88533 -0.37035 -3.07871 0.068
H 2.32890 -1.61519 -4.27146 0.082
H 2.85361 -2.11508 -2.61255 0.072
C -0.20748 -0.45244 -4.09948 -0.187
H -1.29402 -0.47676 -3.95148 0.069
H 0.07662 -1.08040 -4.95371 0.079
H 0.13786 0.57610 -4.24838 0.074
Sn -1.11232 4.27319 1.47483 1.172
C -1.34765 -0.30357 1.48028 -0.060
C -0.17317 -0.75203 1.98225 -0.004
C 1.00922 -1.26437 1.22512 -0.189
C 2.22231 -0.33095 1.00910 -0.141
C 2.03116 0.68652 -0.05636 -0.063
C 0.97788 0.94555 -0.86596 -0.146
C -0.44969 0.46459 -0.76353 -0.320
C -1.42048 0.77924 0.40126 -0.173
C 1.06668 4.54789 1.30892 -0.354
H -2.25639 -0.44483 2.10048 0.139
H -0.04291 -0.82201 3.06828 0.151
H 0.70406 -1.62353 0.23516 0.047
H 1.41281 -2.15197 1.75183 0.144
H 2.51403 0.18580 1.93996 0.143
H 3.09237 -0.97822 0.77370 0.141
H 2.87312 1.38709 -0.15291 0.135
H 1.11853 1.71978 -1.63817 0.122
H -0.47181 -0.66707 -0.78891 -0.063
H -0.98018 0.77550 -1.69101 0.112
H -1.25086 1.81352 0.80256 -0.014
H -2.44748 0.79340 -0.04404 0.134
H 1.19932 5.62088 1.10866 0.005
H 1.44868 3.93275 0.48040 -0.043
H 1.55153 4.26203 2.25041 -0.002
B 0.53176 6.07346 5.70995 -0.395
C -0.13801 5.36169 4.50022 -0.183
N -0.66137 4.82043 3.59430 -0.090
H 0.46792 7.28644 5.56464 0.025
H 1.70271 5.73313 5.80289 0.014
H -0.02665 5.76904 6.75176 0.020


(2)
55
Properties=species:S:1:pos:R:3:lowdin_charge:R:1 method="wB97M-V/def2-TZVPD" relative_energy_ev=0.000 gap_ev=8.361 spin_multiplicity=1 homo_ev=-8.156 lumo_energy_ev=0.206
P -1.74505 -0.41652 0.75553 0.799
P -0.03769 -2.70180 -0.22701 0.754
C -2.69627 -1.79407 -0.10028 -0.337
C -1.83809 -3.03599 -0.41342 -0.375
H -3.09347 -1.37498 -1.03992 0.081
H -3.56256 -2.04814 0.52906 0.088
H -2.10416 -3.86801 0.25592 0.087
H -1.97221 -3.37391 -1.45053 0.087
C 0.36525 -1.79992 -1.76481 -0.244
H 1.31673 -1.27521 -1.60446 0.041
H -0.39037 -1.04175 -2.01185 0.030
H 0.45748 -2.52966 -2.57881 0.051
C 0.80525 -4.30033 -0.21618 -0.224
H 1.72734 -4.24058 -0.80453 0.055
H 0.16446 -5.09123 -0.62411 0.050
H 1.07330 -4.56557 0.81400 0.054
C -2.10095 0.92318 -0.45097 -0.266
H -1.52721 1.82264 -0.19407 0.019
H -3.17718 1.16336 -0.42592 0.062
H -1.85164 0.61695 -1.47559 0.031
C -2.73939 0.21540 2.15267 -0.244
H -2.49549 -0.28655 3.09047 0.020
H -3.81726 0.12819 1.97168 0.055
H -2.46679 1.27158 2.27548 0.054
Zn 0.11483 -1.31484 1.41045 0.227
C 1.33111 1.74832 -2.35875 -0.111
C 0.17183 2.11432 -2.92861 -0.130
C -0.59218 3.39164 -2.74971 -0.191
C 0.11276 4.47530 -1.90939 -0.198
C -0.14561 4.43369 -0.43696 -0.112
C 0.40251 3.60347 0.45413 -0.116
C 1.20453 2.36082 0.15417 -0.185
C 2.01153 2.35373 -1.16863 -0.194
C -0.59835 -2.36336 2.93975 -0.254
H 1.87987 0.88771 -2.76918 0.099
H -0.30436 1.43194 -3.64692 0.103
H -1.59040 3.15488 -2.34887 0.103
H -0.76410 3.83602 -3.74652 0.115
H 1.18205 4.42071 -2.12384 0.097
H -0.23016 5.45805 -2.27081 0.112
H -0.84085 5.20196 -0.08383 0.102
H 0.25296 3.77943 1.52789 0.105
H 0.54526 1.47044 0.20390 0.067
H 1.92612 2.21681 0.97889 0.113
H 2.39593 3.35921 -1.36347 0.105
H 2.90752 1.74355 -0.97915 0.111
H -0.97755 -3.34545 2.63637 -0.025
H -1.39224 -1.82584 3.46453 -0.053
H 0.27131 -2.49552 3.60138 -0.012
B 4.13873 -2.30520 3.09149 -0.437
C 2.98727 -1.61051 2.33696 -0.217
N 2.07792 -1.13123 1.77672 0.032
H 5.10823 -2.38879 2.35557 0.001
H 3.73080 -3.41651 3.40209 0.006
H 4.38871 -1.64185 4.08798 0.006


(3)
77
Properties=species:S:1:pos:R:3:lowdin_charge:R:1 method="wB97M-V/def2-TZVPD" relative_energy_ev=3.660 gap_ev=10.332 spin_multiplicity=1 homo_ev=-10.459 lumo_energy_ev=-0.127 smiles="O=C1OC[C@@H](F)O1.C[N+](=O)[O-].C[N+](=O)[O-].C[N+](=O)[O-].C[N+](=O)[O-].C[N+](=O)[O-].ClCCCl.ClCCCl.ClCCCl.ClCCCl"
O -2.46666 0.71023 0.51897 0.176
C -1.29402 0.57996 0.32118 -0.581
O -0.65204 0.77473 -0.84380 0.056
C 0.70300 0.55366 -0.66803 -0.036
C 0.53214 -0.52721 0.48363 -0.321
F 1.59457 -0.72154 1.28522 0.085
O -0.42199 0.12498 1.18453 0.154
H 1.03548 0.22908 -1.65404 0.142
H 1.12160 1.47990 -0.27439 0.145
H 0.19773 -1.52297 0.19260 0.180
C 4.11464 -8.28407 1.13390 0.023
N 3.44510 -7.04783 1.53468 -0.469
O 3.89247 -6.39491 2.47692 0.058
O 2.52769 -6.77963 0.82575 0.085
H 3.78138 -8.67221 0.17141 0.100
H 4.20684 -9.06731 1.88631 0.103
H 5.10921 -7.85691 1.00557 0.100
C 6.99693 6.21178 -3.26821 0.054
N 6.51735 4.86277 -2.76025 -0.442
O 7.34434 3.99146 -2.64616 0.066
O 5.30008 4.68791 -2.63066 0.035
H 6.63646 7.04763 -2.66861 0.099
H 6.51178 6.27153 -4.24246 0.095
H 8.05971 6.03139 -3.42962 0.094
C 2.78414 -0.36317 -6.97128 0.025
N 3.14295 -1.30480 -5.93446 -0.448
O 4.36265 -1.47808 -5.82555 0.045
O 2.33468 -1.94463 -5.27111 0.059
H 3.46141 -0.54924 -7.80482 0.105
H 2.83832 0.60475 -6.47299 0.113
H 1.78432 -0.56469 -7.35580 0.100
C -4.15163 3.67913 5.63666 0.023
N -2.72323 4.04651 5.73496 -0.474
O -2.03930 3.16391 6.20409 0.061
O -2.33078 5.04861 5.25223 0.096
H -4.27461 2.75096 5.07856 0.100
H -4.78170 4.46041 5.21155 0.096
H -4.58111 3.25203 6.54286 0.098
C -0.27425 -6.29108 -4.90361 0.040
N -1.38992 -6.11505 -3.90916 -0.457
O -1.09220 -5.74427 -2.80888 0.075
O -2.49667 -6.47093 -4.26575 0.058
H 0.63952 -5.97868 -4.39812 0.088
H -0.36045 -5.54569 -5.69422 0.097
H -0.16503 -7.33384 -5.20164 0.099
Cl -3.70409 6.03827 -1.50681 0.524
C -3.74548 6.80977 0.09269 -0.652
C -2.56286 7.76658 0.28948 -0.621
Cl -2.53341 9.16434 -0.88138 0.485
H -3.68088 5.98109 0.79782 0.067
H -4.71983 7.29533 0.14739 0.066
H -1.57276 7.31924 0.20167 0.065
H -2.63840 8.21896 1.27829 0.065
Cl -1.92509 -3.65797 5.07178 0.579
C -1.71373 -5.12224 4.18030 -0.682
C -1.41107 -6.30608 5.16750 -0.759
Cl -0.79579 -7.70252 4.45155 0.612
H -0.92655 -4.82591 3.48702 0.061
H -2.62444 -5.28987 3.60532 0.067
H -2.24966 -6.59579 5.80069 0.069
H -0.64698 -5.94157 5.85408 0.054
Cl 3.43747 4.43184 5.13294 0.566
C 3.59756 2.69338 4.77381 -0.656
C 3.45258 2.08198 6.13256 -0.739
Cl 3.62532 0.32279 6.09703 0.549
H 4.54935 2.38279 4.34283 0.078
H 2.76988 2.32754 4.16620 0.075
H 2.41910 2.19066 6.46148 0.062
H 4.18223 2.43040 6.86352 0.064
Cl -7.76406 0.80399 -6.06332 0.512
C -6.92312 1.19586 -4.51462 -0.637
C -7.10809 0.00915 -3.49508 -0.563
Cl -5.94416 -1.35998 -4.01149 0.441
H -7.48667 1.98514 -4.01708 0.061
H -5.87919 1.48647 -4.63233 0.068
H -8.11399 -0.40134 -3.58313 0.053
H -6.84394 0.26288 -2.46846 0.065


(4)
65
Properties=species:S:1:pos:R:3:lowdin_charge:R:1 method="wB97M-V/def2-TZVPD" relative_energy_ev=0.000 gap_ev=2.027 spin_multiplicity=1 homo_ev=-3.950 lumo_energy_ev=-1.923
O 4.21644 -2.83957 0.71600 0.036
C 3.56954 -2.52745 -0.30351 -0.266
O 3.26778 -1.16835 -0.51668 -0.154
C 1.96993 -0.80163 0.09540 -0.150
C 0.81674 -1.20098 -0.92430 -0.162
C -0.43110 -0.19057 -0.92476 -0.182
C -1.55982 -0.58279 0.13326 -0.098
C -2.86564 0.33254 0.06555 -0.384
C -2.97328 1.60878 1.05077 -0.045
C -1.60807 2.07013 1.69343 -0.400
O -1.06228 1.57119 2.66940 0.111
F -0.97785 3.23400 1.08879 -0.057
C -3.41953 0.75384 -1.40726 -0.210
O -4.54193 -0.06240 -1.83433 -0.506
P -5.42532 -0.21891 -0.34321 0.353
C -5.93445 -2.03757 -0.54844 -0.349
C -4.75349 -3.09343 -0.36010 -0.288
C -4.51930 -3.55896 1.15082 -0.588
Cl -4.41686 -5.37688 1.36220 0.434
P -7.29875 0.27927 -1.51069 0.473
O -7.80253 1.76154 -0.79176 -0.507
I -6.54498 0.62554 -3.83030 0.420
O -3.94642 -0.50384 0.56965 -0.340
H 3.31665 -3.37385 -1.01559 0.169
H 1.88746 -1.42475 1.04004 0.134
H 2.00363 0.31078 0.31806 0.134
H 0.49799 -2.29266 -0.83739 0.129
H 1.27577 -1.11010 -1.97138 0.121
H -0.12476 0.88532 -0.69313 0.113
H -0.82571 -0.20125 -1.99699 0.111
H -1.85664 -1.67814 -0.00429 0.125
H -1.05265 -0.54654 1.16239 0.119
H -3.76291 1.36182 1.84046 0.151
H -3.39082 2.52649 0.50104 0.099
H -2.71013 0.67422 -2.28961 0.114
H -3.77453 1.83299 -1.47126 0.108
H -6.15171 -0.23122 0.93097 -0.009
H -5.40036 1.22597 -0.12767 -0.013
H -6.47481 -2.22997 -1.55140 0.036
H -6.72506 -2.26304 0.25164 0.085
H -3.77822 -2.77072 -0.85796 0.092
H -5.07434 -4.03612 -0.92981 0.096
H -3.50153 -3.14065 1.46489 0.055
H -5.29817 -3.17344 1.87440 0.074
H -8.51471 2.19120 -1.30418 0.015
C 8.46818 1.33018 -0.14741 -0.030
C 7.00005 1.18987 -0.52263 -0.303
C 6.09910 2.25521 0.11178 -0.166
O 5.89620 1.95886 1.48957 -0.190
C 6.75142 2.67313 2.38565 -0.066
N 6.51435 -0.13773 -0.02590 0.231
H 8.65524 1.07599 0.89813 0.083
H 9.08537 0.66405 -0.75729 0.093
H 8.81448 2.35081 -0.31924 0.102
H 6.89295 1.18978 -1.60970 0.160
H 5.11207 2.20153 -0.35882 0.137
H 6.48156 3.26609 -0.04710 0.137
H 7.07709 3.63248 1.97672 0.098
H 7.61972 2.05953 2.63090 0.081
H 6.19975 2.85342 3.30673 0.098
H 7.17072 -0.90493 -0.19149 0.180
H 5.60761 -0.38904 -0.43233 0.146
H 6.35196 -0.05634 0.99071 0.171
Li -2.80930 4.13986 2.35046 0.689
F -7.31176 -1.96259 -3.36185 -0.852